Record 1
This record from the Open Molecules 2025 dataset describes C31H27Cl3F3LiN4O8P2S2 as an isolated structure. The level of theory is the ωB97M-V functional and the def2-TZVPD basis.

The geometry in ORCA input format:
```
! RIJCOSX wB97M-V def2-TZVPD def2/J DEFGRID3
* xyz -2 1
Li -1.61 -2.22 1.60
O 0.38 -3.60 3.59
P -1.20 -3.68 3.87
O -1.45 -4.31 5.18
O -1.82 -2.34 3.51
O -1.69 -4.68 2.64
P -3.03 -4.50 1.72
O -4.04 -3.74 2.69
O -3.56 -5.83 1.35
O -2.61 -3.55 0.60
H 0.55 -2.99 2.84
H -3.56 -3.01 3.13
C -0.48 -6.04 0.10
C 0.09 -5.03 -0.84
C 1.37 -5.08 -1.34
C 1.79 -4.00 -2.13
N 1.00 -3.02 -2.49
C -0.28 -3.00 -2.05
S -1.38 -1.85 -2.58
N -0.69 -3.99 -1.17
C 3.24 -3.89 -2.53
H 0.26 -6.82 0.29
H -1.37 -6.49 -0.34
H -0.78 -5.59 1.04
H 2.03 -5.89 -1.08
H -1.55 -3.84 -0.60
H 3.68 -4.87 -2.70
H 3.79 -3.40 -1.73
H 3.33 -3.27 -3.42
Cl 3.22 2.54 2.11
C 1.61 2.90 1.58
C 0.91 3.94 2.16
C -0.37 4.20 1.71
C -0.98 3.45 0.71
C -2.42 3.82 0.39
C -3.43 2.98 1.18
N -3.34 1.57 0.90
C -3.93 0.89 -0.15
C -3.47 -0.38 -0.09
N -2.60 -0.51 0.97
C -2.54 0.67 1.53
O -2.80 3.75 -0.97
C -1.95 4.45 -1.85
C -1.88 5.92 -1.53
C -2.92 6.80 -1.61
Cl -4.51 6.44 -2.13
S -2.50 8.39 -1.13
C -0.89 7.91 -0.80
C -0.71 6.58 -1.05
C -0.24 2.41 0.14
Cl -0.86 1.38 -1.09
C 1.05 2.13 0.57
H 1.36 4.53 2.95
H -0.92 5.02 2.16
H -2.55 4.86 0.74
H -4.43 3.32 0.93
H -3.25 3.13 2.24
H -4.59 1.40 -0.84
H -3.67 -1.23 -0.72
H -1.94 0.92 2.39
H -2.36 4.29 -2.84
H -0.94 4.04 -1.82
H -0.18 8.62 -0.43
H 0.23 6.07 -0.89
H 1.59 1.30 0.14
F 6.27 -0.36 -3.42
C 6.22 0.19 -2.18
F 6.27 1.53 -2.37
F 7.38 -0.15 -1.57
C 5.02 -0.24 -1.41
C 3.76 -0.10 -1.99
C 2.62 -0.47 -1.30
C 2.71 -0.99 0.01
C 3.99 -1.11 0.58
C 5.12 -0.75 -0.12
C 1.53 -1.36 0.71
C 0.44 -1.71 1.17
H 3.67 0.28 -3.00
H 1.65 -0.39 -1.76
H 4.07 -1.51 1.58
H 6.10 -0.85 0.34
*
```

ΔE to the lowest compared entry with this formula, charge and spin = 2.7 kcal per mole
Gap between HOMO and LUMO = 5.624 eV

***

Record 2
This record from the Open Molecules 2025 dataset describes an isolated molecule of C3H7N3S. The level of theory is the ωB97M-V functional and the def2-TZVPD basis.

The geometry in ORCA input format:
```
! RIJCOSX wB97M-V def2-TZVPD def2/J DEFGRID3
* xyz 0 1
C -1.24 0.56 -0.44
C -1.61 -0.70 -0.22
C 0.14 1.11 -0.28
N 0.03 -2.67 -1.30
N 1.20 0.17 -0.17
N 2.07 0.25 0.89
S -0.34 -1.94 0.11
H -2.06 1.26 -0.67
H -2.47 -1.22 -0.23
H 0.37 1.48 -1.30
H -0.02 1.78 0.50
H 0.38 -3.64 -1.16
H 1.75 0.76 1.77
H 2.80 -0.43 0.86
*
```

ΔE to the lowest compared entry with this formula, charge and spin = 132.0 kcal per mole
Gap between HOMO and LUMO (spin up / spin down) = 7.674 / 8.128 eV

***

Record 3
This record from the Open Molecules 2025 dataset describes C4H6O2 as an isolated structure. The level of theory is the ωB97M-V functional and the def2-TZVPD basis.

The geometry in ORCA input format:
```
! RIJCOSX wB97M-V def2-TZVPD def2/J DEFGRID3
* xyz 0 1
C 0.49 0.98 -1.11
C 0.06 -0.33 -0.50
C 0.32 -0.55 0.99
C -1.20 -0.58 1.07
O -2.04 -0.73 1.91
O -1.38 -0.37 -0.26
H 0.19 1.82 -0.47
H 0.05 1.12 -2.10
H 1.58 1.01 -1.21
H 0.34 -1.18 -1.13
H 0.80 -1.49 1.28
H 0.77 0.29 1.53
*
```

ΔE to the lowest compared entry with this formula, charge and spin = 10.9 kcal per mole
Gap between HOMO and LUMO = 11.394 eV

***

Record 4
This record from the Open Molecules 2025 dataset describes an isolated ion of composition C5H10NO2 and charge -1. The level of theory is the ωB97M-V functional and the def2-TZVPD basis.

The geometry in ORCA input format:
```
! RIJCOSX wB97M-V def2-TZVPD def2/J DEFGRID3
* xyz -1 1
C 1.08 1.29 0.97
C 0.59 0.53 -0.34
C -1.00 0.29 -0.39
C -1.86 1.45 -0.15
O -2.69 1.97 -0.86
N 1.30 -0.66 -0.35
C 0.90 -1.81 0.57
O 1.50 -2.93 0.21
H 0.98 0.70 1.79
H 2.19 1.26 1.01
H 0.66 2.24 1.10
H 0.73 1.31 -1.21
H -1.05 -0.32 0.55
H -1.30 -0.46 -1.18
H -1.93 1.78 0.89
H 1.35 -1.14 -1.31
H -0.25 -2.04 0.36
H 0.79 -1.43 1.66
*
```

ΔE to the lowest compared entry with this formula, charge and spin = 94.3 kcal per mole
SMILES = C[C@H](CC=O)NC[O-]
Gap between HOMO and LUMO = 6.156 eV

***

Record 5
This record from the Open Molecules 2025 dataset describes C18H8Cl4N2O7PdS as an isolated structure. The level of theory is the ωB97M-V functional and the def2-TZVPD basis.

The geometry in ORCA input format:
```
! RIJCOSX wB97M-V def2-TZVPD def2/J DEFGRID3
* xyz 0 5
Pd 0.26 0.35 0.27
Cl -2.98 -1.17 6.22
C -2.28 -0.34 4.89
C -2.19 1.09 4.93
Cl -2.79 1.92 6.30
C -1.63 1.79 3.89
Cl -1.50 3.50 3.89
C -1.13 1.10 2.75
O -0.61 1.69 1.76
C -1.23 -0.35 2.70
O -0.81 -0.95 1.67
C -1.81 -1.04 3.81
Cl -1.90 -2.76 3.71
O -0.82 1.75 -1.02
C -1.35 1.52 -2.11
C -1.54 0.26 -2.74
C -2.22 0.28 -3.97
C -2.51 -0.88 -4.62
C -2.14 -2.12 -4.07
C -1.48 -2.17 -2.88
C -1.13 -0.98 -2.17
O -0.48 -1.11 -1.08
N -3.22 -0.84 -5.90
O -3.50 0.25 -6.36
O -3.44 -1.90 -6.45
H -1.74 2.39 -2.65
H -2.53 1.22 -4.41
H -2.40 -3.03 -4.60
H -1.19 -3.12 -2.44
O 1.89 0.22 1.71
N 3.11 0.27 1.29
C 4.10 0.19 2.24
C 5.41 0.22 1.88
C 5.76 0.33 0.52
C 4.77 0.41 -0.41
C 3.41 0.39 -0.04
S 2.16 0.53 -1.17
H 3.73 0.10 3.25
H 6.16 0.15 2.65
H 6.80 0.35 0.22
H 4.99 0.50 -1.47
*
```

ΔE to the lowest compared entry with this formula, charge and spin = 5.3 kcal per mole
Gap between HOMO and LUMO (spin up / spin down) = 7.317 / 5.285 eV

***

Record 6
This record from the Open Molecules 2025 dataset describes C47H43N2O5P2SYb as an isolated structure. The level of theory is the ωB97M-V functional and the def2-TZVPD basis.

The geometry in ORCA input format:
```
! RIJCOSX wB97M-V def2-TZVPD def2/J DEFGRID3
* xyz -2 2
Yb 0.56 -0.30 -0.95
C 3.26 2.23 -1.61
P 1.40 2.29 -1.93
C 0.91 3.63 -0.76
C -0.21 4.41 -1.05
C -0.59 5.45 -0.23
C 0.12 5.74 0.92
C 1.22 4.95 1.24
C 1.61 3.91 0.41
C 1.56 3.37 -3.42
C 1.85 4.73 -3.32
C 1.90 5.53 -4.45
C 1.68 4.98 -5.70
C 1.44 3.62 -5.81
C 1.39 2.82 -4.68
C 3.50 1.47 -0.34
C 4.56 1.56 0.54
C 4.28 0.66 1.59
C 3.07 0.08 1.28
C 2.33 -0.96 2.07
P 0.50 -0.62 2.18
C -0.04 -2.10 3.13
C 0.81 -3.03 3.73
C 0.31 -4.12 4.41
C -1.06 -4.32 4.50
C -1.92 -3.40 3.92
C -1.41 -2.31 3.25
C 0.52 0.58 3.57
C -0.37 0.53 4.64
C -0.39 1.54 5.59
C 0.47 2.62 5.49
C 1.36 2.68 4.42
C 1.37 1.69 3.46
N 2.58 0.57 0.11
H 3.75 3.22 -1.57
H 3.66 1.69 -2.47
H -0.78 4.15 -1.93
H -1.46 6.05 -0.48
H -0.17 6.56 1.57
H 1.78 5.15 2.14
H 2.48 3.33 0.67
H 2.02 5.18 -2.35
H 2.10 6.59 -4.36
H 1.70 5.61 -6.58
H 1.27 3.19 -6.79
H 1.19 1.76 -4.75
H 5.43 2.19 0.45
H 4.91 0.45 2.44
H 2.41 -1.94 1.58
H 2.76 -1.01 3.08
H 1.89 -2.91 3.68
H 0.99 -4.82 4.87
H -1.45 -5.19 5.01
H -2.99 -3.55 3.99
H -2.08 -1.61 2.77
H -1.05 -0.30 4.74
H -1.09 1.48 6.42
H 0.45 3.41 6.23
H 2.03 3.52 4.35
H 2.04 1.75 2.62
N 0.34 -1.29 -4.68
C 1.30 -1.28 -3.70
O 1.91 -0.25 -3.42
C 1.62 -2.61 -3.05
C 1.83 -2.41 -1.53
H -0.05 -0.37 -4.84
H -0.38 -1.98 -4.54
H 2.51 -3.02 -3.55
H 0.79 -3.30 -3.23
H 2.92 -2.29 -1.38
H 1.60 -3.39 -1.07
C -6.38 -2.29 0.82
C -5.97 -0.97 0.80
C -4.63 -0.66 0.66
C -3.66 -1.66 0.52
C -4.10 -2.99 0.53
C -5.43 -3.29 0.68
C -2.26 -1.27 0.44
C -1.22 -1.96 -0.06
C -1.31 -3.26 -0.67
C -0.90 -4.43 0.00
C -0.91 -5.65 -0.63
C -1.31 -5.77 -1.95
C -1.72 -4.63 -2.63
C -1.72 -3.40 -2.01
H -7.43 -2.54 0.92
H -6.70 -0.18 0.89
H -4.31 0.38 0.63
H -3.37 -3.78 0.43
H -5.75 -4.33 0.68
H -2.08 -0.26 0.81
H -0.58 -4.35 1.04
H -0.60 -6.54 -0.08
H -1.30 -6.73 -2.44
H -2.06 -4.71 -3.65
H -2.05 -2.50 -2.53
O -2.88 1.15 -1.96
S -1.43 1.13 -1.95
O -0.87 2.20 -2.80
O -0.87 1.26 -0.57
O -0.91 -0.18 -2.47
*
```

ΔE to the lowest compared entry with this formula, charge and spin = 0.0 kcal per mole
Gap between HOMO and LUMO (spin up / spin down) = 6.149 / 6.140 eV